The following is a DFT calculation (wB97M-V/def2-TZVPD) of C3CuLiO3 as an isolated structure.

For the energy above the lowest of the compared OMol25 structures with the same formula, charge and spin, the calculation gives 0.000 eV. As for the spin multiplicity: 2. For the LUMO energy (spin up / spin down), the calculation gives -17.2 / -18.3 eV. The total charge is +3.

Element x y z (Å)
1 C 0.25249 0.88334 -0.04025
2 C 0.61074 1.56425 1.05694
3 O 0.96687 2.24882 1.89344
4 O 0.80315 -0.54861 -0.56566
5 C -0.44291 -0.05082 -0.77390
6 O -1.53113 -0.40995 -0.40304
7 Cu 2.09804 -1.74606 -0.94017
8 Li -2.75724 -1.94097 -0.22737

The following is a DFT calculation (wB97M-V/def2-TZVPD) of C3F21HfO17P2S5 as an isolated structure.

For the LUMO energy, the calculation gives 9.9 eV. The total charge is -5.

Element x y z (Å)
1 Hf 0.16228 0.82109 -0.13173
2 S 2.00065 1.75827 -2.34103
3 O 1.37855 2.36797 -1.10146
4 O 3.44922 1.66826 -2.32893
5 O 1.36509 0.42440 -2.08953
6 O 1.47627 2.49172 -3.48046
7 S -1.64507 2.58958 1.39595
8 O -1.91406 2.28942 2.79931
9 O -0.17613 2.59637 1.07851
10 O -1.92754 1.39798 0.53074
11 O -2.34707 3.77582 0.96998
12 C 2.50068 -3.19604 -1.45277
13 F 1.47923 -4.03477 -1.30587
14 F 3.62564 -3.95378 -1.55498
15 F 2.35736 -2.55218 -2.60855
16 S 2.72058 -2.01550 -0.02367
17 O 1.54220 -1.13427 -0.06462
18 O 2.78302 -2.85180 1.15580
19 O 3.95737 -1.35384 -0.37026
20 C -2.25756 -1.11381 3.32901
21 F -2.89196 -0.46157 2.38062
22 F -2.64135 -0.53820 4.49750
23 F -2.65627 -2.39520 3.41017
24 S -0.36444 -1.03737 3.10485
25 O 0.02784 -2.40921 3.00188
26 O -0.24212 -0.25027 1.86583
27 O 0.09239 -0.37922 4.31706
28 C -3.56790 1.16646 -3.13018
29 F -3.34231 -0.03622 -3.66859
30 F -4.34961 1.82702 -4.02259
31 F -4.25962 1.01231 -2.01071
32 S -1.94978 2.11503 -2.89152
33 O -1.43163 2.27987 -4.23543
34 O -2.36345 3.36993 -2.29309
35 O -1.18240 1.25579 -1.97850
36 P -1.85000 -2.56687 -0.95242
37 F -0.89952 -3.31929 0.14119
38 F -0.63379 -2.63882 -2.00747
39 F -2.44177 -3.99637 -1.44019
40 F -2.74172 -1.83732 -2.06323
41 F -2.93002 -2.36294 0.21830
42 F -1.24387 -1.04552 -0.48107
43 P 3.33155 1.73805 2.26090
44 F 4.46782 2.29019 3.32305
45 F 4.22952 2.28012 1.03379
46 F 4.08224 0.33453 2.18236
47 F 2.15278 1.19837 1.22693
48 F 2.43716 1.22377 3.48930
49 F 2.63151 3.20804 2.31587

The following is a DFT calculation (wB97M-V/def2-TZVPD) of C3F2LiOPd as an isolated structure.

As for the spin multiplicity: 3. For the LUMO energy (spin up / spin down), the calculation gives -5.2 / -7.0 eV. The total charge is +1.

Element x y z (Å)
1 C 0.37150 1.02196 -0.42482
2 F 1.58523 1.65057 -0.33181
3 Li -0.74669 -2.61716 -0.67736
4 F 1.43740 -0.92100 0.38749
5 O -2.19096 -0.04757 0.35212
6 C 0.30988 -0.29184 -0.11951
7 C -1.30388 -0.86423 0.54719
8 Pd -1.35128 1.55910 -0.27693

The following is a DFT calculation (wB97M-V/def2-TZVPD) of one molecule with the formula C3F4IN.

For the energy above the lowest of the compared OMol25 structures with the same formula, charge and spin, the calculation gives 5.143 eV. For the LUMO energy (spin up / spin down), the calculation gives -1.7 / -1.7 eV. The total charge is 0.

Element x y z (Å)
1 C -0.17990 1.19184 -0.68351
2 C 0.00501 1.90659 0.46589
3 C -0.23856 -1.81233 0.18925
4 N -0.17660 0.40563 -1.56869
5 F -0.98179 2.04294 1.32559
6 F 1.02079 2.73382 0.69445
7 F 0.66386 -2.07641 1.14781
8 F -1.00119 -2.87732 0.04736
9 I 0.88837 -1.51476 -1.61814

The following is a DFT calculation (wB97M-V/def2-TZVPD) of one molecule with the formula C3F4N2.

For the energy above the lowest of the compared OMol25 structures with the same formula, charge and spin, the calculation gives 0.844 eV. As for the spin multiplicity: 3. For the LUMO energy (spin up / spin down), the calculation gives 0.1 / -5.0 eV. The total charge is 0.

Element x y z (Å)
1 C 1.68976 -0.42976 0.46977
2 C 0.18618 -0.52958 -0.07934
3 C -0.46702 0.88841 0.01632
4 N 2.79633 -0.49180 0.73008
5 N -0.36090 -1.60257 -0.32020
6 F 0.05191 1.63665 0.87287
7 F -0.45951 1.47022 -1.22551
8 F -1.79356 0.71954 0.32241
9 F -1.64318 -1.66110 -0.78640

The following is a DFT calculation (wB97M-V/def2-TZVPD) of a 2-piece molecular cluster, C3F5N overall.

For the energy above the lowest of the compared OMol25 structures with the same formula, charge and spin, the calculation gives 3.299 eV. For the LUMO energy, the calculation gives -1.3 eV. The total charge is 0.

Element x y z (Å)
1 C -1.74240 2.04683 1.26199
2 C 1.53418 -0.22233 -1.35518
3 C 0.56581 -1.05541 -0.43259
4 N -1.40195 2.36391 0.21995
5 F -2.10432 1.92018 2.47184
6 F 2.46816 -1.00367 -1.70563
7 F -0.75463 -0.82064 -0.64729
8 F 0.64136 -2.35245 -0.67946
9 F 0.79380 -0.87643 0.86636